Record 1
Computed, not measured: 2 unconnected molecules or ions with the total composition C10H13N3O2, with the ωB97M-V functional and the def2-TZVPD basis.

Element x y z (Å)
C  3.4489  0.5198  -1.0803
C  2.4513  -2.6401  0.3913
C  3.3384  -1.8898  -0.4241
C  1.5087  -1.7827  0.8695
C  2.9011  -0.5884  -0.4243
C  1.4754  1.7733  0.8785
C  -2.3854  1.7681  0.4795
C  -2.7133  0.3649  -1.5933
C  -2.1325  -0.7506  0.5837
C  -1.8966  0.5127  -0.2634
N  3.9210  1.3954  -1.6495
N  1.7759  -0.5246  0.3912
N  1.0486  0.5127  0.6666
O  2.5566  2.0284  1.3492
O  -0.6471  0.6180  -0.7355
H  2.5210  -3.6911  0.5891
H  4.2044  -2.2586  -0.9382
H  0.6765  -1.9429  1.5238
H  0.6735  2.5033  0.7171
H  -2.1896  2.6498  -0.1246
H  -3.4511  1.7085  0.6836
H  -1.8506  1.8665  1.4199
H  -2.4941  1.2071  -2.2411
H  -3.7719  0.3444  -1.3517
H  -2.4207  -0.5530  -2.0932
H  -1.7595  -1.6283  0.0634
H  -1.5965  -0.6457  1.5243
H  -3.1924  -0.8771  0.7884

Atoms 1-3, force components in eV/Å:
0.08 0.33 -0.21
-0.37 0.21 0.17
-0.14 0.73 -0.08

**E_tot**: -19140.75999 eV
**LUMO level (spin up / spin down)**: -0.0944 / -0.0963 hartree
**Gap between HOMO and LUMO (spin up / spin down)**: 0.2378 / 0.2387 Eh
**Energy above the lowest of the compared OMol25 structures with the same formula, charge and spin**: 5.510 eV

Record 2
Computed, not measured: 2 unconnected molecules or ions with the total composition C19H25N5O4, with the ωB97M-V functional and the def2-TZVPD basis.

Element x y z (Å)
C  0.9560  -4.3445  4.0506
N  0.5722  -4.1794  2.6470
C  0.8046  -3.0863  1.9040
O  1.3276  -2.0833  2.3710
C  0.3518  -3.1584  0.4309
C  0.6300  -1.9218  -0.4509
C  -0.2101  -0.6965  -0.2489
C  -1.4009  -0.4520  -0.8439
N  -1.9030  0.7561  -0.4028
C  -1.0425  1.3690  0.4811
C  -1.0816  2.5969  1.1559
C  0.0018  2.9605  1.9735
C  1.1014  2.0949  2.1078
C  1.1260  0.8623  1.4290
C  0.0535  0.4623  0.6022
N  -1.0295  -3.6369  0.2370
C  -2.1651  -3.2754  0.8422
C  -2.1864  -2.3539  2.0482
O  -3.2203  -3.7216  0.4214
H  1.4701  -5.2977  4.1850
H  1.6268  -3.5407  4.3642
H  0.0679  -4.3243  4.6843
H  0.0800  -4.9401  2.2043
H  0.9912  -3.9370  0.0150
H  0.5228  -2.2235  -1.4939
H  1.6743  -1.6383  -0.3158
H  -1.8904  -1.1176  -1.5468
H  -2.7950  1.1293  -0.6955
H  -1.9227  3.2620  1.0335
H  -0.0062  3.9083  2.4937
H  1.9316  2.3766  2.7406
H  1.9744  0.2049  1.5457
H  -1.1830  -4.2562  -0.5430
H  -1.5458  -1.4907  1.8926
H  -1.8596  -2.8969  2.9311
H  -3.2069  -2.0084  2.2023
N  1.1031  4.7410  -1.3731
C  1.0016  3.8075  -2.5196
C  1.5311  2.4492  -2.0505
C  1.3302  1.3613  -3.1179
C  -0.0953  1.3634  -3.6607
O  -0.5657  0.3749  -4.1931
N  -0.8469  2.4991  -3.7056
C  -0.4344  3.6488  -3.0959
O  -1.2220  4.5823  -3.1334
H  0.5348  5.5771  -1.5356
H  2.0709  4.9867  -1.1668
H  1.6339  4.1759  -3.3340
H  2.5929  2.5284  -1.7973
H  0.9989  2.1671  -1.1417
H  2.0191  1.5268  -3.9502
H  1.5459  0.3805  -2.6852
H  -1.8131  2.4283  -3.9919

Atoms 1-3, force components in eV/Å:
-0.05 0.20 -0.26
-0.02 -0.84 0.08
-0.19 1.45 0.41

**Structure (SMILES)**: CNC(=O)[C@H](Cc1c[nH]c2ccccc12)NC(C)=O.N[C@H]1CCC(=O)NC1=O
**E_tot**: -35751.34138 eV
**LUMO level**: 0.0188 hartree
**Gap between HOMO and LUMO**: 0.3085 Eh
**Energy above the lowest of the compared OMol25 structures with the same formula, charge and spin**: 0.174 eV

Record 3
Computed, not measured: a single C2H3OPS molecule, with the ωB97M-V functional and the def2-TZVPD basis.

Element x y z (Å)
C  -0.9739  -0.2219  -0.0111
C  0.3154  0.7621  0.3371
O  0.2735  1.5177  1.2674
P  1.7270  0.4629  -0.8976
S  2.1574  -1.3458  -0.2317
H  -1.5145  -0.6447  0.8173
H  -1.5040  0.4585  -0.6330
H  -0.4810  -0.9887  -0.6483

Atoms 1-3, force components in eV/Å:
3.70 0.60 -0.67
-2.76 -1.50 0.66
0.76 0.02 -0.59

**Structure (SMILES)**: CC(=O)P=S
**E_tot**: -24292.72440 eV
**LUMO level**: -0.0749 hartree
**Gap between HOMO and LUMO**: 0.2493 Eh
**Energy above the lowest of the compared OMol25 structures with the same formula, charge and spin**: 0.611 eV